{
  "formula": "C28H35N5P2Ti",
  "method": "ωB97M-V/def2-TZVPD",
  "charge": 2,
  "homo_lumo_gap_ev": 5.1,
  "relative_energy_kcal_mol": 30.72,
  "total_energy_ha": -2893.0573,
  "homo_energy_ev": -13.999,
  "elements": ["Ti", "C", "C", "C", "C", "C", "C", "C", "C", "C", "H", "H", "H", "H", "H", "H", "H", "H", "H", "H", "H", "H", "H", "H", "H", "P", "P", "N", "N", "N", "N", "C", "C", "C", "C", "C", "C", "C", "C", "C", "C", "C", "C", "C", "C", "C", "C", "C", "C", "H", "H", "H", "H", "H", "H", "H", "H", "H", "H", "H", "H", "H", "H", "H", "H", "H", "H", "H", "H", "N", "C"],
  "xyz": [[2.253, -0.767, 0.211], [-2.346, -0.495, -4.000], [-2.271, 0.676, -3.349], [-3.374, 1.230, -2.508], [-4.074, 0.192, -1.595], [-3.179, -0.839, -0.972], [-2.945, -2.024, -1.546], [-3.601, -2.432, -2.834], [-3.547, -1.373, -3.980], [3.366, -1.424, 1.946], [-1.577, -0.837, -4.699], [-1.439, 1.372, -3.486], [-4.161, 1.678, -3.151], [-2.975, 2.054, -1.890], [-4.562, 0.772, -0.794], [-4.898, -0.272, -2.160], [-2.889, -0.620, 0.056], [-2.365, -2.812, -1.057], [-4.672, -2.652, -2.711], [-3.133, -3.352, -3.201], [-3.538, -1.940, -4.920], [-4.468, -0.780, -3.990], [4.285, -1.738, 1.403], [3.015, -2.218, 2.610], [3.591, -0.501, 2.493], [0.562, -0.475, 1.900], [1.710, 1.594, 0.409], [-0.087, -2.085, 2.114], [0.638, 0.012, 3.612], [1.704, 0.629, -1.281], [2.486, 3.057, -0.288], [-0.739, 0.576, 1.230], [-0.102, 1.867, 0.660], [0.616, -3.237, 1.739], [-0.161, -4.334, 2.039], [-1.391, -3.855, 2.604], [-1.313, -2.471, 2.643], [1.298, -0.694, 4.628], [1.041, -0.073, 5.845], [0.193, 1.051, 5.579], [-0.039, 1.074, 4.207], [2.532, -0.477, -1.788], [1.747, -1.082, -2.805], [0.657, -0.259, -3.065], [0.637, 0.779, -2.117], [2.143, 3.821, -1.416], [3.076, 4.843, -1.568], [4.012, 4.729, -0.483], [3.639, 3.627, 0.270], [-1.455, 0.768, 2.039], [-1.278, 0.018, 0.450], [-0.618, 2.201, -0.250], [-0.178, 2.682, 1.404], [1.620, -3.172, 1.340], [0.117, -5.369, 1.878], [-2.224, -4.463, 2.926], [-2.001, -1.721, 3.007], [1.903, -1.559, 4.408], [1.404, -0.384, 6.819], [-0.213, 1.746, 6.298], [-0.609, 1.761, 3.602], [3.615, -0.384, -1.931], [2.044, -1.959, -3.368], [-0.066, -0.340, -3.850], [-0.024, 1.624, -2.005], [1.283, 3.567, -2.011], [3.103, 5.582, -2.351], [4.855, 5.383, -0.291], [4.104, 3.176, 1.130], [5.135, 0.969, 0.049], [4.128, 0.362, 0.162]],
  "mulliken_charge": [-0.46, -0.71, -0.47, -1.07, -1.16, -0.05, -0.48, -0.94, -0.98, -1.38, 0.60, 1.42, 0.32, 0.33, 0.46, 0.37, 0.88, 0.49, 0.28, 0.38, 0.46, 0.40, 0.48, 0.56, 0.47, 0.29, 0.23, 1.03, 0.63, 0.76, 0.53, 0.16, -1.07, -0.59, -0.82, -0.78, -0.41, -0.49, -0.59, -0.78, -0.34, -0.26, -1.04, -0.65, 0.01, -0.33, -0.58, -0.71, -0.28, 1.29, -1.48, 0.44, 0.48, 0.52, 0.48, 0.48, 0.52, 0.36, 0.47, 0.47, 0.44, 0.45, 0.58, 0.54, 0.29, 0.36, 0.46, 0.44, 0.45, -0.53, 0.33]
}